# C27H66O21P4

A cluster of 9 separate species, C27H66O21P4 in total in a non-equilibrium geometry (ωB97M-V/def2-TZVPD, the OMol25 dataset).

Structure (XYZ):
```
118
Properties=species:S:1:pos:R:3:lowdin_charge:R:1
C 4.896 0.945 -0.175 -0.074
O 3.669 1.557 -0.566 -0.223
P 3.036 2.849 0.214 0.435
O 1.643 3.089 -0.085 -0.219
O 3.109 2.709 1.845 -0.196
C 2.250 1.802 2.416 -0.140
O 3.833 4.121 -0.253 -0.203
C 4.173 4.369 -1.591 -0.108
H 5.088 0.226 -0.877 0.035
H 4.703 0.451 0.711 0.064
H 5.770 1.623 -0.236 0.116
H 1.269 1.678 1.842 0.094
H 2.106 2.123 3.409 0.081
H 2.660 0.806 2.451 0.067
H 4.708 5.377 -1.798 0.129
H 3.235 4.582 -2.119 0.074
H 4.421 3.451 -2.123 0.082
C 4.450 0.737 -5.230 -0.129
O 4.072 0.547 -3.928 -0.199
P 3.348 -0.775 -3.360 0.487
O 3.160 -1.741 -4.459 -0.239
O 4.114 -1.491 -2.187 -0.219
C 4.125 -2.857 -1.976 -0.089
O 1.903 -0.312 -2.671 -0.241
C 0.784 -1.203 -2.480 -0.080
H 3.707 0.568 -5.959 0.084
H 5.212 -0.019 -5.312 0.087
H 5.154 1.496 -5.446 0.086
H 4.285 -3.316 -2.927 0.086
H 3.144 -3.114 -1.952 0.020
H 4.686 -3.160 -1.114 0.108
H 0.475 -1.885 -3.167 0.031
H -0.011 -0.444 -2.090 0.123
H 1.019 -1.818 -1.634 0.042
C 0.983 -4.732 -4.187 -0.097
O 0.047 -5.368 -3.411 -0.178
P -0.160 -4.874 -1.960 0.421
O 1.078 -4.393 -1.293 -0.233
O -1.131 -3.671 -2.175 -0.194
C -2.456 -3.933 -2.544 -0.091
O -0.984 -5.948 -1.017 -0.212
C -0.869 -5.748 0.339 -0.125
H 1.350 -5.349 -5.014 0.103
H 1.671 -4.338 -3.688 -0.030
H 0.341 -3.780 -4.781 0.180
H -3.060 -4.641 -1.979 0.099
H -2.458 -4.267 -3.623 0.118
H -3.017 -3.099 -2.524 0.043
H 0.240 -5.786 0.743 0.140
H -1.615 -6.302 0.663 0.048
H -1.191 -4.746 0.485 0.062
C 1.871 -2.144 1.031 -0.040
O 1.790 -1.874 2.488 -0.231
P 1.115 -3.010 3.367 0.502
O -0.277 -3.410 2.892 -0.289
O 2.134 -4.311 3.348 -0.224
C 1.788 -5.576 3.885 -0.078
O 0.989 -2.497 4.924 -0.272
C 0.429 -1.233 5.277 -0.097
H 1.041 -1.906 0.440 0.031
H 2.282 -3.070 0.687 0.070
H 2.521 -1.167 0.760 0.133
H 0.816 -5.702 4.059 0.045
H 2.351 -5.587 4.757 0.080
H 2.031 -6.272 3.144 0.081
H -0.621 -1.197 4.820 0.101
H 1.010 -0.442 4.577 0.113
H 0.739 -1.159 6.333 0.097
C -5.228 1.260 -0.608 -0.015
C -4.268 1.223 -1.753 -0.430
C -4.379 2.414 -2.713 -0.035
O -3.597 0.203 -2.125 -0.005
H -5.006 2.205 -0.147 0.069
H -5.021 0.396 0.093 0.101
H -6.242 1.100 -0.721 0.062
H -4.134 3.404 -2.126 0.109
H -5.320 2.588 -3.140 0.050
H -3.689 2.422 -3.634 0.097
C 0.580 1.599 -4.984 0.043
C 0.567 2.787 -4.032 -0.463
C -0.584 2.815 -3.009 -0.010
O 1.247 3.744 -4.030 0.092
H 0.204 0.697 -4.309 0.123
H 1.378 1.344 -5.257 -0.077
H -0.105 1.960 -5.804 0.130
H -1.469 3.272 -3.258 0.034
H -0.317 3.273 -1.953 0.129
H -0.921 1.900 -2.879 -0.014
C -4.585 5.816 2.226 0.000
C -3.725 5.071 1.254 -0.478
C -2.397 4.506 1.662 -0.004
O -4.077 5.005 0.079 0.032
H -4.007 6.362 2.845 0.042
H -5.182 4.980 2.773 0.138
H -5.322 6.380 1.865 0.034
H -2.504 3.750 2.512 0.106
H -1.853 5.266 2.082 0.047
H -1.846 4.181 0.734 0.104
C -2.044 -1.336 0.768 -0.008
C -1.425 -0.067 1.424 -0.410
C -0.920 0.935 0.366 -0.019
O -1.609 0.212 2.607 0.026
H -1.445 -1.455 0.008 -0.021
H -3.065 -1.129 0.457 0.061
H -2.173 -2.279 1.571 0.147
H 0.053 0.876 0.050 0.028
H -0.726 1.885 0.794 0.033
H -1.818 1.201 -0.350 0.125
C -2.330 2.055 5.147 -0.054
C -2.310 1.741 6.589 -0.542
C -3.524 1.412 7.251 -0.044
O -1.197 1.831 7.161 0.028
H -1.252 2.227 4.810 0.108
H -2.598 3.113 5.085 0.082
H -2.834 1.332 4.505 0.074
H -4.374 2.363 7.142 0.179
H -3.445 1.073 8.240 0.058
H -4.135 0.653 6.739 0.086
```

Properties
* energy: -4013.69641 hartree
* structure (SMILES): COP(=O)(OC)OC.COP(=O)(OC)OC.COP(=O)(OC)OC.COP(=O)(OC)OC.CC(C)=O.CC(C)=O.CC(C)=O.CC(C)=O.CC(C)=O
* highest occupied orbital energy: -9.02 eV
* maximum force: 0.274 Eh/bohr
* lowest unoccupied orbital energy: 0.4866 eV
* frontier orbital gap: 9.5 eV
* multiplicity: 1